Below is a structure of composition C48H44ClEuN5O8Si, with properties calculated with ωB97M-V/def2-TZVPD.

As for the HOMO energy (alpha / beta): -4.9785 / -4.9127 eV. The total charge is -1. The expectation value of S² is 12.01. The multiplicity is 7. Its energy relative to the best compared isomer or geometry (same formula, charge and spin) is 0.0 kJ/mol. As for the orbital gap (alpha / beta): 6.7018 / 6.6418 eV. As for the LUMO energy (alpha / beta): 1.7 / 1.7 eV.

Each line ends with the Mulliken spin population.
Element x y z (Å)
1 Eu 0.4713 -1.0651 1.1912  6.069
2 O 3.8867 -2.0993 3.9363  0.000
3 C 2.9224 -1.6292 3.3517  -0.001
4 O 2.0112 -2.2295 2.6884  -0.010
5 C 2.6810 -0.1115 3.4788  0.002
6 C 3.5138 0.7538 4.1680  -0.001
7 C 3.1076 2.0724 4.3221  0.000
8 C 1.8768 2.4776 3.8173  0.003
9 C 1.1053 1.5498 3.1402  0.008
10 N 1.5235 0.2973 2.9665  -0.038
11 C -0.3273 1.7913 2.6270  -0.005
12 O -0.7685 2.9369 2.6505  -0.001
13 O -0.9050 0.7227 2.2521  -0.006
14 H 4.4427 0.3758 4.5707  0.000
15 H 3.7351 2.7797 4.8507  0.000
16 H 1.4968 3.4828 3.9393  0.000
17 O -1.9399 -6.7290 1.6318  0.000
18 C -2.3337 -6.1189 2.7248  0.000
19 O -3.0151 -6.6590 3.5656  0.000
20 C -1.8949 -4.7006 2.8863  -0.001
21 C -2.1623 -3.9078 3.9911  0.000
22 Cl -2.9537 -4.2884 5.4397  0.000
23 N -1.6091 -2.6918 3.7792  -0.002
24 N -1.0082 -2.6485 2.5827  -0.006
25 C -1.1594 -3.8456 2.0324  -0.001
26 C -0.6227 -4.0591 0.6268  0.001
27 O -0.7751 -5.1744 0.1094  0.000
28 O -0.1129 -3.0437 0.0832  -0.001
29 C -1.6102 -1.5588 4.6447  0.000
30 C -0.3975 -1.0407 5.0612  0.003
31 C -0.3865 0.0767 5.8797  0.000
32 C -1.5785 0.6517 6.2929  0.000
33 C -2.7893 0.1128 5.8810  0.000
34 C -2.8098 -0.9903 5.0443  0.000
35 H -1.4387 -6.1113 0.9992  0.000
36 H 0.5214 -1.5215 4.7554  -0.001
37 H 0.5588 0.4994 6.1962  0.000
38 H -1.5678 1.5271 6.9291  0.000
39 H -3.7242 0.5539 6.2009  0.000
40 H -3.7471 -1.3926 4.6842  0.000
41 C -5.1409 -1.9402 -3.7195  0.000
42 C -5.1198 -0.5810 -3.0042  0.000
43 C -6.4279 -0.3868 -2.2240  0.000
44 C -5.0134 0.5235 -4.0583  0.000
45 C -3.9475 -0.5600 -2.0330  0.000
46 C -3.8822 -1.4813 -0.9903  -0.001
47 C -2.7916 -1.4678 -0.1453  -0.003
48 N -1.7788 -0.6127 -0.2497  0.009
49 C -1.8444 0.3119 -1.2112  -0.004
50 C -2.9045 0.3486 -2.1172  -0.001
51 C -0.7695 1.3348 -1.2247  0.004
52 C -0.8073 2.4390 -2.0739  0.000
53 C 0.1381 3.4465 -1.9662  -0.001
54 C 1.1086 3.2883 -0.9808  0.001
55 C 1.1107 2.1429 -0.2135  0.001
56 N 0.2043 1.1763 -0.3269  -0.008
57 C 0.1386 4.6900 -2.8452  0.000
58 C 1.4642 4.7525 -3.6166  0.000
59 C -1.0106 4.6791 -3.8555  0.000
60 C -0.0037 5.9321 -1.9526  0.000
61 H -5.9845 -1.9868 -4.4114  0.000
62 H -5.2363 -2.7629 -3.0108  0.000
63 H -4.2201 -2.0878 -4.2864  0.000
64 H -7.2715 -0.3603 -2.9167  0.000
65 H -6.4077 0.5520 -1.6677  0.000
66 H -6.5975 -1.1981 -1.5160  0.000
67 H -5.8547 0.4520 -4.7490  0.000
68 H -4.0945 0.4265 -4.6393  0.000
69 H -5.0390 1.5124 -3.5962  0.000
70 H -4.6625 -2.2136 -0.8346  0.000
71 H -2.7336 -2.1839 0.6654  0.001
72 H -2.9073 1.0990 -2.8903  0.000
73 H -1.5964 2.5230 -2.8037  -0.001
74 H 1.8670 4.0392 -0.8101  0.000
75 H 1.8835 1.9905 0.5313  0.000
76 H 1.5723 3.8781 -4.2599  0.000
77 H 2.3196 4.7703 -2.9424  0.000
78 H 1.4938 5.6513 -4.2379  0.000
79 H -0.9453 3.8094 -4.5125  0.000
80 H -0.9582 5.5739 -4.4773  0.000
81 H -1.9792 4.6737 -3.3508  0.000
82 H 0.8579 6.0515 -1.2955  0.000
83 H -0.8958 5.8569 -1.3283  0.000
84 H -0.0858 6.8275 -2.5725  0.000
85 C 5.2282 -4.6790 -1.5203  0.000
86 C 3.8575 -4.5445 -1.6816  0.000
87 C 3.2224 -3.3759 -1.2800  -0.001
88 C 3.9378 -2.3147 -0.7215  -0.001
89 C 5.3177 -2.4711 -0.5756  -0.001
90 C 5.9600 -3.6372 -0.9657  0.000
91 Si 3.0384 -0.7333 -0.0916  0.007
92 C 3.5411 0.5406 -1.4628  -0.002
93 C 4.2916 1.6822 -1.1711  -0.003
94 C 4.6661 2.5861 -2.1563  0.000
95 C 4.2963 2.3678 -3.4765  -0.001
96 C 3.5387 1.2477 -3.7925  0.000
97 C 3.1666 0.3558 -2.7964  -0.002
98 H 5.7231 -5.5987 -1.8101  0.000
99 H 3.2788 -5.3570 -2.1058  0.000
100 H 2.1446 -3.2991 -1.3860  -0.002
101 H 5.8953 -1.6622 -0.1415  0.000
102 H 7.0305 -3.7384 -0.8277  0.000
103 H 4.1091 -0.2732 0.8930  -0.001
104 H 4.6071 1.8566 -0.1462  0.000
105 H 5.2581 3.4583 -1.8992  0.000
106 H 4.5978 3.0650 -4.2497  0.000
107 H 3.2478 1.0700 -4.8224  0.000
108 H 2.5819 -0.5205 -3.0639  0.000